Entry 1:
Molecular formula: C41H45ClN6O11SSiTi
Method: DFT, ωB97M-V/def2-TZVPD

The spin multiplicity is 2. The energy above the lowest of the compared OMol25 structures with the same formula, charge and spin comes out at 18.1 kJ/mol. The frontier orbital gap (spin up / spin down) is 7.57 / 7.88 eV. As for the charge: -1. As for the LUMO energy (spin up / spin down): 0.0740 / 0.0732 Eh.

CARTESIAN COORDINATES (ANGSTROEM)
1 Ti -0.590979 0.476651 -0.132152
2 O 2.473946 -0.110502 2.477645
3 C 3.475053 0.517545 1.697695
4 C 3.909790 -0.334620 0.526731
5 C 5.152416 -0.956490 0.504214
6 C 5.498670 -1.728180 -0.593665
7 C 4.589457 -1.857222 -1.628450
8 C 3.367359 -1.209202 -1.509876
9 N 3.027618 -0.469105 -0.464952
10 H 1.623322 0.120239 2.088973
11 H 4.329356 0.698178 2.354855
12 H 3.114369 1.480752 1.324831
13 H 5.835284 -0.826686 1.334292
14 H 6.462246 -2.221094 -0.638260
15 H 4.808339 -2.446575 -2.508895
16 H 2.630853 -1.296764 -2.304931
17 O -0.980905 -0.446633 -2.200560
18 C -0.718863 -1.853402 -2.253922
19 C 0.128780 -2.252998 -1.007526
20 O 0.642074 -3.357295 -0.941020
21 O 0.163782 -1.367930 -0.078136
22 C -0.071484 -2.167529 -3.603974
23 C -0.393418 -1.348877 -4.687139
24 C 0.152030 -1.581757 -5.940178
25 C 1.021677 -2.644159 -6.135407
26 C 1.332948 -3.470357 -5.066961
27 C 0.791497 -3.240906 -3.809527
28 C -2.081937 -2.532233 -2.124923
29 C -2.161228 -3.910497 -1.942942
30 C -3.394455 -4.526268 -1.805953
31 C -4.562236 -3.776959 -1.854227
32 C -4.485841 -2.407279 -2.049593
33 C -3.252713 -1.784494 -2.187071
34 H -0.163493 0.052398 -2.393714
35 H -1.077733 -0.522079 -4.548286
36 H -0.106726 -0.927449 -6.763152
37 H 1.450161 -2.827558 -7.112754
38 H 2.011370 -4.303117 -5.206026
39 H 1.051053 -3.877219 -2.977222
40 H -1.250407 -4.491249 -1.884410
41 H -3.442427 -5.596995 -1.652030
42 H -5.524607 -4.259213 -1.738161
43 H -5.389062 -1.811338 -2.094667
44 H -3.204009 -0.715684 -2.348217
45 C 0.920577 4.333940 -1.609002
46 Si 1.188150 2.605512 -2.269209
47 C 0.352409 2.397935 -3.940233
48 C 3.041594 2.331328 -2.487878
49 C 3.590677 1.750127 -3.629931
50 C 4.951214 1.487140 -3.728626
51 C 5.794979 1.801514 -2.674807
52 C 5.272721 2.389246 -1.530019
53 C 3.914321 2.652583 -1.445521
54 H 1.438701 5.055062 -2.246698
55 H 1.307381 4.437896 -0.592643
56 H -0.141571 4.587603 -1.589445
57 H 0.610768 3.220045 -4.612289
58 H -0.735538 2.393446 -3.828008
59 H 0.638157 1.462806 -4.430173
60 H 2.948195 1.477729 -4.460395
61 H 5.348711 1.024511 -4.624264
62 H 6.854664 1.586418 -2.741382
63 H 5.923505 2.631347 -0.698281
64 H 3.522970 3.096991 -0.535731
65 O 0.839050 3.554463 2.195215
66 Cl -0.277414 2.897363 1.539391
67 O -1.511310 3.069663 2.287610
68 O 0.043050 1.366205 1.641685
69 O 0.614006 1.482176 -1.247376
70 O -2.522176 0.151124 0.665680
71 C -3.025445 1.115072 0.032220
72 N -2.290208 1.800429 -0.820867
73 S -3.198446 2.821504 -1.720109
74 O -3.364906 2.288027 -3.045493
75 O -2.753458 4.176638 -1.576018
76 C -4.686631 2.540556 -0.792290
77 C -5.919239 3.147103 -0.905538
78 C -6.912039 2.718476 -0.030409
79 C -6.670580 1.720247 0.911631
80 C -5.424018 1.117344 1.010468
81 C -4.439599 1.550246 0.140349
82 H -6.102871 3.925378 -1.633336
83 H -7.893262 3.173394 -0.078577
84 H -7.465709 1.416205 1.579723
85 H -5.215362 0.346509 1.739586
86 C 0.357510 -2.844343 2.708918
87 N 0.039700 -3.835048 3.752860
88 C -0.274892 -3.107996 4.984605
89 N -1.396868 -2.176164 4.825966
90 C -1.039797 -1.230387 3.753071
91 N -0.752613 -1.917195 2.498881
92 C -1.928789 -2.681569 2.101586
93 N -2.312812 -3.669930 3.123553
94 C -1.163353 -4.555907 3.336447
95 C -2.557372 -2.946115 4.374013
96 H 0.569538 -3.358076 1.769360
97 H 1.245636 -2.282242 3.001640
98 H 0.606934 -2.543618 5.295267
99 H -0.525082 -3.830128 5.767674
100 H -0.159293 -0.662072 4.059374
101 H -1.864325 -0.530682 3.598498
102 H -1.711079 -3.207597 1.167772
103 H -2.761349 -1.996915 1.930223
104 H -0.951766 -5.085234 2.404650
105 H -1.422679 -5.287908 4.107391
106 H -2.828262 -3.666909 5.151209
107 H -3.395732 -2.260913 4.224574

Cartesian forces, eV/Å:
Ti 1.5 0.0 -0.9
O 0.2 -0.1 0.0
C 0.0 0.0 0.0
C 0.0 -0.1 0.0
C 0.0 0.1 0.0
C 0.0 0.0 0.0
C 0.0 0.0 0.0
C 0.0 0.0 0.0
N 0.1 0.1 0.1
H -0.2 0.1 0.0
H 0.0 0.0 0.0
H 0.0 0.0 0.0
H 0.0 0.0 0.0
H 0.0 0.0 0.0
H 0.0 0.0 0.0
H 0.0 0.0 0.0
O 0.1 0.1 0.5
C 0.0 0.0 -0.1
C 0.0 0.0 0.1
O -0.1 0.0 0.0
O -0.2 0.2 0.1
C 0.0 0.0 0.0
C 0.0 0.0 0.0
C 0.0 0.0 0.0
C 0.0 0.0 0.0
C 0.0 0.0 0.0
C 0.0 0.0 0.0
C 0.0 -0.1 0.0
C 0.0 0.0 0.0
C 0.0 0.0 0.0
C 0.0 0.0 0.0
C 0.0 0.0 0.0
C 0.0 0.0 0.0
H 0.0 0.0 -0.2
H 0.0 0.0 0.0
H 0.0 0.0 0.0
H 0.0 0.0 0.0
H 0.0 0.0 0.0
H 0.0 0.0 0.0
H 0.0 0.0 0.0
H 0.0 0.0 0.0
H 0.0 0.0 0.0
H 0.0 0.0 0.0
H 0.0 0.0 0.0
C 0.0 -0.1 -0.1
Si 0.1 0.2 -0.2
C 0.0 0.0 0.1
C -0.1 0.0 0.0
C 0.0 0.0 0.0
C 0.0 0.0 0.0
C 0.0 0.0 0.0
C 0.0 0.0 0.0
C 0.0 0.0 0.0
H 0.0 0.0 0.0
H 0.0 0.0 0.0
H 0.0 0.0 0.0
H 0.0 0.0 0.0
H 0.0 0.0 0.0
H 0.0 0.0 0.0
H 0.0 0.0 0.0
H 0.0 0.0 0.0
H 0.0 0.0 0.0
H 0.0 0.0 0.0
H 0.0 0.0 0.0
O 0.0 0.0 0.0
Cl 0.1 0.2 0.2
O -0.1 0.0 0.1
O -0.2 -0.1 -0.6
O -0.9 -0.8 0.7
O 0.2 0.1 -0.1
C -0.6 -0.3 0.2
N 0.0 0.2 0.0
S 0.1 0.1 0.0
O 0.0 0.1 0.1
O 0.0 -0.1 -0.1
C -0.1 0.0 0.1
C 0.0 -0.1 0.0
C -0.1 0.0 0.0
C 0.0 0.0 0.0
C 0.1 0.1 -0.1
C 0.0 0.1 0.0
H 0.0 0.0 0.0
H 0.0 0.0 0.0
H 0.0 0.0 0.0
H 0.0 0.0 0.0
C 0.0 0.0 -0.1
N 0.0 0.0 0.0
C 0.0 0.0 0.0
N 0.0 0.0 0.0
C 0.0 0.0 0.0
N -0.1 0.3 0.1
C 0.0 0.0 0.0
N 0.0 0.0 0.0
C 0.0 0.0 0.0
C 0.0 0.0 0.0
H 0.0 0.0 0.0
H 0.0 0.0 0.0
H 0.0 0.0 0.0
H 0.0 0.0 0.0
H 0.0 0.0 0.0
H 0.0 0.0 0.0
H 0.0 0.0 0.0
H 0.0 0.0 0.0
H 0.0 0.0 0.0
H 0.0 0.0 0.0
H 0.0 0.0 0.0
H 0.0 0.0 0.0

Atomic partial charges in e from the Mulliken method, atoms 1 to 4: 0.50 -0.55 -0.62 0.53

Entry 2:
Molecular formula: C23H22N2O5
Method: DFT, ωB97M-V/def2-TZVPD

The energy above the lowest of the compared OMol25 structures with the same formula, charge and spin comes out at 90.9 kJ/mol. The frontier orbital gap is 7.42 eV. As for the LUMO energy: -0.0249 Eh. As for the structure (SMILES): CCCCCCc1cc2cc(-c3nnc(-c4ccccc4O)o3)c(=O)oc2cc1O.

CARTESIAN COORDINATES (ANGSTROEM)
1 C 5.581978 2.839268 -0.146291
2 C 6.509527 3.008305 -1.343189
3 C 6.224824 2.038141 -2.491433
4 C 4.848824 2.227334 -3.145590
5 C 3.806278 1.229020 -2.646894
6 C 2.431995 1.491459 -3.275973
7 C 1.426083 0.498742 -2.777013
8 C 0.634240 0.760056 -1.685012
9 C -0.280623 -0.181159 -1.189677
10 C -1.117612 0.040984 -0.065825
11 C -1.980755 -0.927280 0.352150
12 C -2.826630 -0.702677 1.494958
13 N -2.861756 0.386116 2.213321
14 N -3.771768 0.188308 3.173240
15 C -4.261995 -1.016039 3.008500
16 C -5.269373 -1.645639 3.818127
17 C -5.695848 -2.943047 3.520782
18 C -6.659764 -3.551716 4.292728
19 C -7.208926 -2.868868 5.372276
20 C -6.798748 -1.588459 5.678417
21 C -5.823298 -0.950718 4.910877
22 O -5.456756 0.292338 5.246179
23 O -3.694561 -1.627244 1.953192
24 C -2.071877 -2.214030 -0.342336
25 O -2.800551 -3.126559 -0.053588
26 O -1.242370 -2.377100 -1.420071
27 C -0.383004 -1.424133 -1.838097
28 C 0.411102 -1.704459 -2.943004
29 C 1.311053 -0.759440 -3.408848
30 O 2.097612 -1.004961 -4.478005
31 H 5.896490 3.490594 0.666448
32 H 4.558645 3.096849 -0.406019
33 H 5.603858 1.812131 0.211886
34 H 7.540128 2.854801 -1.013627
35 H 6.434507 4.033081 -1.714853
36 H 7.001589 2.182441 -3.245503
37 H 6.314623 1.012971 -2.126157
38 H 4.941191 2.107935 -4.227233
39 H 4.496764 3.244643 -2.962317
40 H 4.125119 0.217230 -2.904264
41 H 3.716518 1.285129 -1.561621
42 H 2.516129 1.409545 -4.360218
43 H 2.106551 2.502002 -3.024218
44 H 0.707209 1.714992 -1.186908
45 H -1.075678 0.978745 0.467635
46 H -5.253829 -3.451777 2.677366
47 H -6.986508 -4.553199 4.060549
48 H -7.964985 -3.343833 5.979387
49 H -7.217980 -1.049859 6.513289
50 H -4.768342 0.620498 4.629164
51 H 0.313597 -2.666450 -3.424687
52 H 1.917105 -1.885013 -4.832000

Cartesian forces, eV/Å:
C 0.2 0.1 -0.1
C 0.0 -0.2 0.0
C 0.0 0.3 -0.1
C 0.1 -0.3 0.2
C -0.1 0.4 -0.3
C 0.2 -0.2 0.2
C 0.1 0.0 -0.3
C -0.1 -0.4 -0.1
C 0.0 -0.5 -0.3
C -0.5 -0.6 0.2
C 0.4 0.1 -0.5
C -0.1 0.9 0.7
N 1.0 -0.2 -1.3
N -1.1 -0.7 0.8
C 0.3 0.9 0.2
C -0.2 -0.2 0.1
C 0.0 0.1 0.1
C 0.0 -0.2 -0.1
C 0.1 0.1 0.0
C 0.1 0.1 0.0
C 0.0 -0.3 -0.2
O 0.0 0.1 0.1
O -0.1 -0.1 0.1
C -0.4 -0.3 0.3
O 0.3 0.3 -0.2
O 0.1 -0.2 -0.2
C 0.5 0.8 -0.1
C -0.1 -0.1 0.1
C -0.5 0.1 0.6
O 0.2 0.0 -0.2
H -0.1 0.0 0.1
H -0.2 0.0 0.0
H -0.1 -0.1 0.1
H 0.0 0.1 0.0
H 0.1 0.0 0.0
H 0.0 -0.1 0.0
H 0.1 -0.1 0.0
H -0.1 0.1 0.0
H 0.0 0.1 0.0
H 0.0 -0.1 0.1
H 0.0 -0.1 0.1
H 0.0 0.1 0.0
H 0.0 0.0 -0.1
H 0.0 0.2 0.0
H 0.0 0.1 0.1
H 0.0 -0.1 -0.1
H 0.0 -0.1 0.0
H -0.1 0.0 0.1
H 0.0 0.1 0.1
H 0.0 0.0 0.0
H 0.0 -0.1 -0.1
H 0.0 0.1 0.1

Atomic partial charges in e from the Mulliken method, atoms 1 to 4: -1.09 -0.51 -0.67 -0.66

Entry 3:
Molecular formula: CH2O2S
Method: DFT, ωB97M-V/def2-TZVPD

The energy above the lowest of the compared OMol25 structures with the same formula, charge and spin comes out at 621.0 kJ/mol. The frontier orbital gap (spin up / spin down) is 8.21 / 8.21 eV. As for the LUMO energy (spin up / spin down): -0.0411 / -0.0411 Eh.

CARTESIAN COORDINATES (ANGSTROEM)
1 C -1.557159 -0.408478 -0.009327
2 O -0.316904 -1.344703 -0.464268
3 O 1.719518 0.607101 -0.168109
4 S -0.126895 0.219331 -0.686756
5 H -1.779374 -0.450663 1.049943
6 H 2.060814 1.377413 0.278518

Cartesian forces, eV/Å:
C 1.8 0.6 -0.7
O 0.0 -0.1 0.8
O -2.1 -2.3 -0.9
S 0.7 1.3 0.1
H 0.3 -0.3 0.2
H -0.7 0.7 0.6

Atomic partial charges in e from the Mulliken method, atoms 1 to 4: -0.24 -0.21 -0.61 0.53